Entry 1:
{
  "formula": "C5H11INO2P",
  "method": "the ωB97M-V functional and the def2-TZVPD basis",
  "charge": 0,
  "e_tot_ev": -28336.13696,
  "e_above_lowest_kcal_mol": 0.0,
  "multiplicity": 1,
  "elements": ["I", "P", "O", "O", "N", "C", "C", "C", "C", "C", "H", "H", "H", "H", "H", "H", "H", "H", "H", "H", "H"],
  "xyz": [[-1.554954, -1.516180, -3.409087], [-0.904946, -0.272580, -0.083476], [0.275298, -0.462299, -1.141857], [-1.994539, 2.171380, 0.138725], [0.556096, -2.746065, -1.502603], [1.489309, 1.054511, 0.851705], [-0.621731, 1.114913, 2.367253], [0.370840, -1.458868, -2.045132], [-1.580412, 1.354727, -0.647598], [0.151998, 0.218356, 1.339100], [2.348937, 0.281676, 0.916078], [1.413082, 1.149739, -0.249442], [0.037165, -3.024882, -0.686218], [-1.614696, 0.755989, 2.480301], [1.709245, 2.048310, 1.230338], [0.789392, -3.453096, -2.232884], [-0.203207, 1.195242, 3.367059], [1.251275, -1.218760, -2.559050], [-0.696447, 2.199183, 2.036958], [-1.667787, 1.451633, -1.807575], [0.446083, -0.842930, 1.637405]],
  "forces_ev_per_angstrom": [[0.775, 0.309, 0.236], [-1.830, 0.238, 1.652], [0.834, 0.309, -1.026], [-0.119, -0.100, -0.899], [0.841, -0.045, -1.050], [-0.004, -3.370, -1.375], [0.613, 0.712, -0.497], [-0.597, -1.837, 0.961], [-0.132, 0.164, -0.912], [1.593, 1.614, 0.159], [-0.963, 1.722, 0.356], [0.034, 0.313, 0.589], [-0.364, -0.185, -0.332], [-1.067, -0.219, 0.204], [-0.235, -0.327, 0.698], [-0.589, 0.749, 1.340], [0.502, -0.539, 0.015], [0.570, 0.265, -2.038], [0.161, -1.590, 0.011], [0.099, 0.199, 1.385], [-0.123, 1.618, 0.523]]
}

Entry 2:
{
  "formula": "C5H11LaO4",
  "method": "the ωB97M-V functional and the def2-TZVPD basis",
  "charge": 1,
  "e_tot_ev": -14403.88961,
  "e_above_lowest_kcal_mol": 9.8,
  "multiplicity": 2,
  "elements": ["La", "O", "O", "O", "O", "C", "C", "C", "C", "C", "H", "H", "H", "H", "H", "H", "H", "H", "H", "H", "H"],
  "xyz": [[-2.849014, -0.603281, -1.630895], [1.118953, 4.373453, 1.959814], [-2.805817, 1.844424, -1.493718], [-3.477131, 0.067298, -3.406568], [-1.708641, -0.143238, -0.057717], [2.309897, 3.978002, 2.473985], [-3.804302, 1.399585, -3.617623], [-1.596831, 1.144609, 0.452747], [-1.675062, 2.206398, -0.646709], [-2.856912, 2.348972, -2.823163], [-0.635412, 1.298444, 0.981266], [-4.845785, 1.617367, -3.301906], [2.773782, 4.904875, 2.886568], [-1.840681, 2.314413, -3.252178], [3.005431, 3.578728, 1.714538], [-3.219358, 3.388391, -2.829265], [2.196633, 3.292972, 3.333731], [-1.859432, 3.208291, -0.229460], [-2.395879, 1.358437, 1.192531], [-0.768836, 2.160582, -1.275379], [-3.727222, 1.688168, -4.683715]],
  "forces_ev_per_angstrom": [[-1.506, -5.376, 0.408], [-0.209, -0.038, -0.113], [0.008, -0.512, 0.709], [-1.017, 1.987, -3.205], [2.225, 1.654, 2.845], [0.366, -0.037, 0.165], [-0.175, 1.914, -0.552], [0.434, 1.382, 1.145], [0.021, -0.053, -0.169], [-0.132, 0.001, -1.011], [-0.381, -0.070, -0.172], [0.370, -0.206, -0.147], [-0.090, -0.236, -0.100], [-0.242, 0.064, 0.077], [-0.137, 0.106, 0.206], [0.090, -0.322, -0.040], [0.045, 0.163, -0.184], [0.352, -0.301, -0.196], [0.290, -0.256, -0.255], [-0.240, 0.298, 0.204], [-0.071, -0.161, 0.386]]
}

Entry 3:
{
  "formula": "C5H11N",
  "method": "the ωB97M-V functional and the def2-TZVPD basis",
  "charge": -1,
  "e_tot_ev": -6850.16212,
  "e_above_lowest_kcal_mol": 38.2,
  "multiplicity": 2,
  "elements": ["N", "C", "C", "C", "C", "C", "H", "H", "H", "H", "H", "H", "H", "H", "H", "H", "H"],
  "xyz": [[-0.119416, 1.403695, 1.719388], [1.003480, 1.366778, 0.723728], [-0.493941, -1.298347, -0.417459], [0.445857, -0.419753, -0.804099], [1.548218, 0.040748, 0.223487], [-1.821789, -1.421531, -1.123901], [0.937025, 1.972070, -0.210207], [-2.324739, -2.280063, -0.607711], [2.482921, 0.116921, -0.359615], [-1.670939, -1.423946, -2.266793], [-0.397121, 2.322757, 2.035468], [-0.205805, -2.084057, 0.330297], [0.318327, 0.218713, -1.670371], [1.641635, -0.778731, 0.924435], [-2.256710, -0.438077, -1.099895], [-0.919108, 0.862191, 1.365769], [1.832106, 1.840629, 1.237472]],
  "forces_ev_per_angstrom": [[0.519, -1.616, -1.308], [1.115, 1.323, 0.859], [0.324, -0.550, -0.111], [1.016, -0.052, 1.381], [-1.917, -1.348, -2.305], [1.238, -0.338, -0.344], [-0.796, -0.085, 0.498], [-0.403, 1.003, -1.156], [-0.165, 0.533, 0.587], [-0.095, -1.048, 0.857], [0.102, 0.095, -0.464], [-0.474, 0.962, -0.431], [-0.230, 0.137, 0.082], [0.146, 0.160, 0.603], [-1.002, -0.038, 0.709], [0.330, 0.491, 0.187], [0.294, 0.373, 0.356]]
}

Entry 4:
{
  "formula": "C5H11N",
  "method": "the ωB97M-V functional and the def2-TZVPD basis",
  "charge": -1,
  "e_tot_ev": -6849.99355,
  "e_above_lowest_kcal_mol": 42.1,
  "multiplicity": 2,
  "elements": ["N", "C", "C", "C", "C", "C", "H", "H", "H", "H", "H", "H", "H", "H", "H", "H", "H"],
  "xyz": [[-0.054677, -0.432514, -1.466848], [-1.267249, 0.605130, 0.515346], [0.622519, -1.649222, -1.993842], [1.261373, 0.114297, 0.653138], [-0.163407, -0.086618, -0.076671], [-1.119767, 1.351575, 1.807706], [1.358864, 1.191903, 0.937654], [-1.802853, 2.283119, 1.905578], [0.214177, -1.909134, -2.953160], [-0.713727, 0.089617, -2.077185], [2.074467, 0.013241, -0.115277], [-0.103557, 1.582227, 1.922876], [1.702454, -1.439774, -2.206814], [1.265214, -0.481613, 1.602579], [0.514159, -2.393892, -1.170023], [-1.428841, 0.733224, 2.615507], [-2.359147, 0.428434, 0.099435]],
  "forces_ev_per_angstrom": [[-0.912, 0.725, 0.700], [-0.182, -1.963, -2.562], [0.446, 1.592, 1.743], [-1.230, 0.304, -0.841], [0.078, 1.903, 0.342], [-2.307, 0.952, -0.908], [-0.120, -0.550, -0.103], [1.259, -1.283, -0.436], [-0.618, -0.471, -0.346], [0.652, -0.918, 0.572], [-0.643, -0.717, 1.059], [1.090, 0.780, 0.550], [-0.651, -0.286, 0.435], [0.625, 0.308, -1.083], [0.259, -0.079, -0.977], [-0.231, -0.733, 1.178], [2.486, 0.435, 0.677]]
}

Entry 5:
{
  "formula": "C5H11N",
  "method": "the ωB97M-V functional and the def2-TZVPD basis",
  "charge": 0,
  "e_tot_ev": -6852.07506,
  "e_above_lowest_kcal_mol": 33.5,
  "multiplicity": 1,
  "elements": ["N", "C", "C", "C", "C", "C", "H", "H", "H", "H", "H", "H", "H", "H", "H", "H", "H"],
  "xyz": [[-0.827941, -0.045497, -0.401699], [1.552901, -0.429401, -0.521365], [0.241339, -0.833823, 0.097945], [2.611846, 0.047084, 0.171500], [-0.603064, 1.366436, -0.082885], [-2.093421, -0.560252, 0.000633], [0.059961, -1.855728, -0.176934], [-2.244714, -0.587617, 1.136136], [0.421999, 1.626690, -0.375900], [3.512832, 0.377640, -0.379945], [1.533905, -0.582103, -1.605572], [-0.680439, 1.552533, 1.026154], [2.565310, 0.162407, 1.221480], [-1.311162, 2.008556, -0.630525], [-2.839871, 0.158635, -0.382355], [0.382797, -0.808057, 1.251292], [-2.282278, -1.597511, -0.347953]],
  "forces_ev_per_angstrom": [[0.485, 0.677, -0.174], [0.832, 0.066, 0.669], [1.621, -0.050, 1.589], [-0.673, -0.390, -2.674], [-0.282, -0.068, 0.420], [-1.309, 0.387, 1.125], [-0.189, -0.717, -0.012], [0.313, 0.089, -0.988], [-0.450, 0.047, 0.015], [-0.517, -0.349, 0.582], [0.443, 0.350, 0.245], [-0.090, -0.035, -0.705], [0.017, 0.140, 0.936], [0.182, -0.256, 0.300], [-0.075, -0.702, 0.074], [-0.497, 0.070, -1.299], [0.190, 0.740, -0.103]]
}

Entry 6:
{
  "formula": "C5H11N",
  "method": "the ωB97M-V functional and the def2-TZVPD basis",
  "charge": 0,
  "e_tot_ev": -6851.22495,
  "e_above_lowest_kcal_mol": 53.1,
  "multiplicity": 1,
  "elements": ["N", "C", "C", "C", "C", "C", "H", "H", "H", "H", "H", "H", "H", "H", "H", "H", "H"],
  "xyz": [[0.767786, -0.456817, -0.286476], [1.862137, 0.434613, -0.081966], [-1.042629, 0.790246, -1.325000], [1.643813, -0.737635, 0.827544], [-0.486547, 0.179223, -0.035851], [-1.470805, -0.799716, 0.630623], [-1.303720, 0.083874, -2.131362], [-1.947055, 1.344936, -1.064224], [-0.300242, 1.488054, -1.722733], [1.373736, 1.369764, 0.404544], [-0.982842, -1.329434, 1.456573], [-1.900402, -1.575005, -0.033713], [2.126700, -1.713935, 0.752244], [-0.095592, 1.230123, 0.690429], [2.642635, 0.445785, -0.854330], [-2.305036, -0.219785, 1.024779], [1.350168, -0.456309, 1.840722]],
  "forces_ev_per_angstrom": [[-0.144, -0.327, -0.367], [-0.016, 0.513, 0.184], [0.030, 0.244, 0.208], [-0.118, -0.043, 0.219], [0.109, 1.343, 1.010], [0.071, 0.415, 0.222], [0.242, -0.063, 0.574], [0.051, 0.089, -0.150], [-0.156, 0.019, -0.063], [2.097, -0.888, -1.037], [-0.116, 0.181, -0.062], [0.482, 0.572, -0.048], [0.263, 0.535, -0.019], [-2.185, -2.768, -1.206], [-0.296, 0.413, 0.571], [-0.086, -0.109, 0.129], [-0.228, -0.126, -0.167]]
}

Entry 7:
{
  "formula": "C5H11N",
  "method": "the ωB97M-V functional and the def2-TZVPD basis",
  "charge": 0,
  "e_tot_ev": -6851.68569,
  "e_above_lowest_kcal_mol": 42.5,
  "multiplicity": 1,
  "elements": ["N", "C", "C", "C", "C", "C", "H", "H", "H", "H", "H", "H", "H", "H", "H", "H", "H"],
  "xyz": [[-0.254127, 0.040358, -0.789671], [-1.290809, -0.807389, 1.107465], [0.694108, 0.493280, -1.747535], [-0.066422, -0.017474, 0.649832], [-0.598732, 1.256312, -1.438390], [1.257523, -0.656096, 1.046689], [-0.485020, 2.240395, -1.028015], [1.475207, -1.526319, 0.415164], [2.095066, 0.052036, 0.962200], [0.792513, -0.006345, -2.701802], [-2.197689, -0.267527, 0.810487], [-0.097732, 0.992680, 1.094357], [-1.587704, 1.213053, -1.883851], [1.690335, 0.722820, -1.354734], [-1.312196, -0.980101, 2.186013], [1.193192, -0.982047, 2.091627], [-1.307514, -1.767637, 0.580165]],
  "forces_ev_per_angstrom": [[-0.245, -0.509, 0.122], [-0.042, -0.053, 0.196], [-0.140, 0.175, -0.268], [0.021, -0.075, 0.204], [0.209, 0.171, -0.248], [0.059, -0.088, 0.038], [0.436, 0.250, 1.013], [-0.073, 0.087, 0.159], [-0.237, -0.220, -0.017], [-0.300, -0.534, 0.064], [0.130, -0.094, 0.130], [-0.021, -0.128, -0.145], [0.439, -0.159, -1.149], [-0.430, 0.987, -0.078], [-0.003, 0.057, -0.012], [0.142, 0.026, -0.196], [0.056, 0.109, 0.185]]
}

Entry 8:
{
  "formula": "C5H11N",
  "method": "the ωB97M-V functional and the def2-TZVPD basis",
  "charge": 0,
  "e_tot_ev": -6851.67157,
  "e_above_lowest_kcal_mol": 42.8,
  "multiplicity": 1,
  "elements": ["N", "C", "C", "C", "C", "C", "H", "H", "H", "H", "H", "H", "H", "H", "H", "H", "H"],
  "xyz": [[-2.080525, 0.730023, -0.331258], [0.338459, 0.271074, -0.857488], [1.641566, -0.202702, -0.253314], [2.189484, 0.652905, 0.669686], [-0.741249, 0.165484, 0.182557], [-1.039563, -1.302843, 0.650117], [3.310950, 0.695729, 0.829330], [-0.477351, 0.729080, 1.068586], [2.311060, -0.815879, -0.873829], [-2.169463, 0.486358, -1.375856], [-1.351489, -2.006913, -0.133766], [1.491707, 1.228185, 1.359761], [0.076053, -0.424206, -1.746577], [-0.138402, -1.904238, 0.903336], [-1.841737, -1.332461, 1.390308], [0.441130, 1.303665, -1.204450], [-1.960629, 1.726741, -0.277148]],
  "forces_ev_per_angstrom": [[1.321, -1.113, -1.064], [-0.466, -2.331, -0.725], [2.057, 3.120, 0.068], [0.028, -1.534, 0.138], [-2.840, -1.272, -0.615], [0.840, -0.543, -0.810], [-1.620, -0.288, 0.279], [-0.054, 0.238, 0.131], [-0.310, 0.113, 0.419], [0.235, 0.508, 2.118], [-0.572, 0.825, -0.586], [1.270, -0.268, -1.242], [0.219, 1.254, 1.242], [-0.251, 0.970, 0.854], [0.450, 0.075, 0.176], [-0.042, -0.275, -0.116], [-0.265, 0.520, -0.267]]
}

Entry 9:
{
  "formula": "C5H11N",
  "method": "the ωB97M-V functional and the def2-TZVPD basis",
  "charge": 0,
  "e_tot_ev": -6849.66173,
  "e_above_lowest_kcal_mol": 89.2,
  "multiplicity": 1,
  "elements": ["N", "C", "C", "C", "C", "C", "H", "H", "H", "H", "H", "H", "H", "H", "H", "H", "H"],
  "xyz": [[0.991786, -0.034953, 0.571296], [1.995607, 0.018006, -0.254059], [0.706398, -0.091267, 1.996651], [-0.982853, -1.574528, 0.385955], [-1.125820, 1.517608, -1.633971], [-0.237793, -0.392259, 0.896166], [-0.050041, 1.683538, -1.739351], [-1.342615, 1.269756, -0.591943], [0.637659, 0.860701, 2.526513], [-1.258364, -1.411205, -0.662470], [-1.428065, 0.685947, -2.277268], [1.839571, -0.289854, -1.281177], [-1.907318, -1.730697, 0.947483], [2.933952, 0.435219, 0.084686], [1.278710, -0.866055, 2.524226], [-1.668342, 2.419177, -1.926465], [-0.382467, -2.499127, 0.433720]],
  "forces_ev_per_angstrom": [[-0.174, -0.032, -0.049], [0.020, -0.028, -0.021], [0.159, 0.097, 0.303], [-0.106, 0.021, -0.029], [-0.001, 0.006, -0.029], [0.224, -0.149, -0.157], [-0.172, 0.004, -0.009], [0.005, 0.072, -0.198], [-0.006, -0.165, -0.086], [0.031, -0.044, 0.179], [0.032, 0.140, 0.077], [0.012, 0.064, 0.134], [0.140, 0.021, -0.064], [-0.143, -0.050, -0.008], [-0.081, 0.039, -0.087], [0.080, -0.113, 0.013], [-0.022, 0.116, 0.031]]
}

Entry 10:
{
  "formula": "C5H11N",
  "method": "the ωB97M-V functional and the def2-TZVPD basis",
  "charge": 0,
  "e_tot_ev": -6852.52983,
  "e_above_lowest_kcal_mol": 23.0,
  "multiplicity": 1,
  "elements": ["N", "C", "C", "C", "C", "C", "H", "H", "H", "H", "H", "H", "H", "H", "H", "H", "H"],
  "xyz": [[-1.338574, -0.533868, -0.087894], [-0.517958, 0.641886, -0.389101], [0.818328, 0.261764, -1.010151], [2.829177, -0.138961, 0.456826], [-2.568164, -0.186527, 0.605876], [1.705854, -0.535562, -0.115501], [3.404868, -0.785696, 1.103538], [3.223044, 0.855981, 0.278436], [-2.410479, 0.491553, 1.450586], [-3.264229, 0.283052, -0.084682], [-0.800453, -1.129311, 0.539134], [-1.073845, 1.255090, -1.107354], [1.329864, 1.189063, -1.286407], [-0.359087, 1.265064, 0.505358], [-3.023533, -1.108617, 0.981999], [1.380439, -1.557064, 0.106540], [0.664753, -0.267847, -1.947207]],
  "forces_ev_per_angstrom": [[0.495, 0.048, 0.289], [-0.456, -0.218, -0.147], [0.375, 0.593, -0.118], [0.141, 0.370, -0.131], [-0.037, -0.347, -0.011], [-0.233, -0.772, 0.341], [-0.020, -0.047, 0.019], [0.027, 0.018, 0.025], [-0.004, 0.106, 0.119], [-0.097, 0.068, -0.068], [-0.081, 0.038, -0.207], [0.025, -0.018, 0.066], [0.040, 0.017, 0.091], [0.096, -0.023, -0.017], [-0.047, 0.207, -0.065], [-0.005, 0.179, -0.123], [-0.219, -0.221, -0.063]]
}